1.
Molecular formula: C23H23N4STl
Method: DFT, the ωB97M-V functional and the def2-TZVPD basis

```
52
Properties=species:S:1:pos:R:3:forces:R:3
Tl 2.36462 0.49110 0.55784 -0.5 0.0 0.5
N 2.22893 -4.08360 1.93583 0.0 0.0 0.1
C 2.00913 -2.85588 1.41459 0.2 0.2 0.0
S 2.28512 -1.53107 2.47965 0.0 0.3 -0.2
N 1.60833 -2.87114 0.16074 0.0 -0.6 -0.1
N 1.40223 -1.70211 -0.44921 -0.1 0.4 -0.2
C 0.89039 -1.76712 -1.63556 0.1 -0.2 0.3
C 0.52284 -3.05592 -2.28186 0.1 -0.1 -0.1
C 1.16562 -3.44429 -3.45532 0.0 0.1 0.1
C 0.83505 -4.63798 -4.07794 0.0 0.0 -0.1
C -0.14926 -5.45368 -3.53965 0.0 0.0 0.0
C -0.79192 -5.07266 -2.37006 0.0 0.0 0.1
C -0.45364 -3.88545 -1.73990 0.0 0.0 0.0
C 0.66405 -0.51270 -2.37197 -0.1 0.4 -0.2
C -0.11395 -0.47333 -3.53487 0.1 -0.1 0.1
C -0.32079 0.73656 -4.17064 0.0 0.1 0.0
C 0.25091 1.88755 -3.64824 0.0 0.0 0.0
C 1.00280 1.76197 -2.49267 0.0 0.0 0.0
N 1.19961 0.60707 -1.87329 0.0 -0.2 -0.1
H 2.59272 -4.15566 2.86639 0.0 -0.1 0.0
H 2.12718 -4.89670 1.35319 0.0 0.1 0.0
H 1.93508 -2.80608 -3.87419 0.0 0.0 0.0
H 1.35007 -4.93020 -4.98447 0.0 0.0 0.0
H -0.41361 -6.38205 -4.02917 0.0 0.0 0.0
H -1.55753 -5.70656 -1.94066 0.0 0.0 0.0
H -0.94300 -3.59792 -0.81887 0.0 0.0 0.0
H -0.55253 -1.38431 -3.91435 0.0 0.0 0.0
H -0.92866 0.78193 -5.06510 0.0 0.0 0.0
H 0.11440 2.85142 -4.11803 0.0 0.0 0.0
H 1.46960 2.62914 -2.03320 0.0 0.0 0.0
C -0.63208 3.89570 0.71688 0.2 -0.1 0.0
C -0.00707 2.88484 1.70439 0.1 0.2 0.2
C 1.28646 3.47637 2.29052 -0.1 0.0 0.0
C 0.26231 1.54558 1.10439 0.3 -0.2 -0.3
C -1.06070 2.63648 2.80310 0.0 0.0 -0.1
C -2.09171 1.72270 2.59007 0.0 0.0 0.0
C -3.10982 1.57120 3.51936 0.0 -0.1 0.0
C -3.11969 2.33349 4.67682 0.0 0.0 0.0
C -2.08908 3.23194 4.90543 0.0 0.0 0.0
C -1.06603 3.37886 3.97976 0.0 0.0 0.0
H 0.09538 4.18572 -0.04632 0.0 0.0 0.0
H -0.95607 4.78977 1.25173 0.0 0.0 0.0
H -1.50095 3.45920 0.22233 0.0 0.0 0.0
H 2.07270 3.45486 1.53598 0.0 0.0 0.0
H 1.62295 2.90058 3.15295 0.0 0.0 0.0
H 1.13808 4.51531 2.58808 0.0 0.0 0.1
H -0.37246 1.38079 0.22082 0.0 -0.1 0.1
H -2.10109 1.11240 1.69478 0.0 0.0 0.0
H -3.89805 0.85135 3.33822 0.0 0.0 0.0
H -3.92368 2.23209 5.39410 0.0 0.0 0.0
H -2.07235 3.82044 5.81431 0.0 0.0 0.0
H -0.27085 4.08000 4.19326 0.0 0.0 0.0
```
Forces are in eV/Å.

For the LUMO energy (alpha / beta), the calculation gives -1.4 / -0.3 eV. For the relative energy (zero: lowest compared OMol25 entry of this formula, charge and spin), the calculation gives 13.9 kcal/mol. Its spin multiplicity is 1. The highest occupied orbital energy (alpha / beta) comes out at -7.33 / -7.15 eV.


2.
Molecular formula: C23H23N5PdSSb
Method: DFT, the ωB97M-V functional and the def2-TZVPD basis

```
54
Properties=species:S:1:pos:R:3:forces:R:3
Pd -0.05211 0.38399 -0.38539 1.1 -3.3 0.1
C -0.07734 0.34124 -3.72224 0.0 0.0 -0.1
C 0.35551 -0.96972 -3.15422 0.0 0.1 0.0
C 0.69404 -2.02536 -4.00169 0.0 0.0 0.1
C 1.10831 -3.23354 -3.48265 0.0 -0.1 0.0
C 1.19685 -3.39270 -2.09931 -0.1 0.2 -0.1
C 0.85836 -2.31634 -1.30785 0.1 -0.1 1.1
N 0.45000 -1.15406 -1.82470 -0.3 0.8 0.1
Sb 1.02079 -2.48029 0.87268 0.1 0.0 -0.2
C 2.41719 -0.74256 0.84001 -1.0 -0.6 0.0
C 3.66548 -0.91444 1.39394 0.0 0.2 -0.1
C 4.63200 0.04254 1.07755 0.1 -0.1 0.1
C 4.32338 1.08324 0.22522 -0.1 0.0 0.0
C 3.03609 1.20064 -0.30322 0.0 0.0 0.1
C 2.67914 2.28188 -1.26598 0.1 0.0 0.1
N 2.12127 0.28001 0.05221 -0.2 1.2 -0.7
C -1.14031 -1.92990 1.05056 1.1 0.3 -0.2
C -1.92722 -2.76036 1.81625 -0.2 0.1 0.0
C -3.30992 -2.65896 1.64241 0.0 -0.1 0.1
C -3.82510 -1.78542 0.70843 0.1 0.0 0.0
C -2.97134 -0.96248 -0.03169 0.0 0.1 0.0
C -3.49856 -0.03368 -1.06990 -0.1 0.0 0.0
N -1.65166 -1.06020 0.19299 -0.5 1.1 -0.5
H -0.88514 0.20380 -4.44142 0.0 0.0 0.0
H 0.75395 0.80425 -4.25786 0.0 0.0 0.0
H -0.41884 1.03030 -2.95303 0.0 0.0 0.0
H 0.62415 -1.87199 -5.07042 0.0 0.0 0.0
H 1.36707 -4.05759 -4.13554 0.0 0.0 0.0
H 1.51909 -4.32508 -1.65764 0.0 0.0 0.0
H 3.89211 -1.75480 2.03569 0.0 0.0 0.0
H 5.63196 -0.05622 1.48191 0.0 0.0 0.0
H 5.07169 1.81216 -0.05563 0.0 0.0 0.0
H 2.64260 3.24872 -0.76357 0.0 0.0 0.0
H 1.70933 2.08818 -1.71995 0.0 0.0 -0.1
H 3.43279 2.35027 -2.05083 0.0 0.0 0.0
H -1.49962 -3.46608 2.51532 0.0 0.0 0.0
H -3.96896 -3.28951 2.22644 0.0 0.0 0.0
H -4.88930 -1.72969 0.52136 0.0 0.0 0.0
H -4.09379 0.76113 -0.61714 0.0 0.0 0.0
H -4.15626 -0.57523 -1.75099 0.0 0.0 0.0
H -2.68933 0.41321 -1.64165 0.0 0.0 -0.1
C -2.66667 1.86156 3.85011 0.0 0.1 0.1
C -1.54206 2.16872 2.92776 0.2 0.1 0.3
C -0.39227 2.86077 3.39706 -0.2 -0.2 -0.4
C 0.67195 3.04677 2.51221 0.2 0.1 0.3
N 0.58032 2.71063 1.24351 0.2 0.2 -0.5
C -0.59678 2.18291 0.82161 -0.1 0.5 0.8
S -0.99872 2.41255 -0.86162 0.1 -0.1 0.2
N -1.61316 1.84324 1.65493 -0.6 -0.2 -0.4
H -2.98676 2.78681 4.33626 -0.1 0.0 0.0
H -2.34060 1.19576 4.65249 0.0 0.0 0.0
H -3.51178 1.42475 3.32746 0.0 0.0 -0.1
H -0.35534 3.22757 4.41580 0.1 0.0 0.0
H 1.60355 3.49862 2.83397 0.0 0.0 0.0
```
Forces are in eV/Å.

The total charge is +3. For the LUMO energy (alpha / beta), the calculation gives -12.9 / -12.8 eV. Its spin multiplicity is 1. The highest occupied orbital energy (alpha / beta) comes out at -18.42 / -18.33 eV.


3.
Molecular formula: C23H24AsFeN4S
Method: DFT, the ωB97M-V functional and the def2-TZVPD basis

```
54
Properties=species:S:1:pos:R:3:forces:R:3
Fe 0.42740 -0.43501 0.00511 -1.0 1.0 1.1
C 1.05707 1.40081 -3.88277 -0.1 0.0 -0.1
C -0.01706 0.88497 -4.59185 0.1 0.1 0.0
C -0.90214 0.03807 -3.94989 -0.1 -0.1 0.1
C -0.68495 -0.28134 -2.61785 0.1 0.2 -0.1
N 0.35549 0.23055 -1.93010 0.2 -0.6 0.1
C 1.20177 1.04782 -2.55380 0.1 0.0 0.1
C -1.55966 -1.16767 -1.82379 -0.1 0.0 0.0
C -2.55698 -1.99303 -2.31889 0.0 0.0 -0.1
C -3.24684 -2.80671 -1.43341 0.1 0.0 0.1
C -2.92891 -2.78015 -0.08283 -0.1 0.0 0.0
C -1.92243 -1.93075 0.34611 0.0 0.1 0.0
N -1.27034 -1.14995 -0.52000 0.0 -0.4 -0.1
C -1.41300 -1.81434 1.72973 0.0 0.0 0.2
C -2.05658 -2.34512 2.83725 0.0 0.0 -0.1
C -1.49422 -2.16933 4.08971 0.1 0.0 0.1
C -0.30526 -1.46600 4.20256 -0.1 0.0 0.0
C 0.27233 -0.95763 3.05216 0.1 0.0 0.0
N -0.26618 -1.11964 1.84774 0.2 -0.1 -0.5
H 1.77034 2.06237 -4.35243 0.0 0.0 0.0
H -0.16099 1.14163 -5.63248 0.0 0.0 0.0
H -1.75755 -0.36739 -4.47138 0.0 0.0 0.0
H 2.02426 1.42244 -1.95650 0.0 0.0 0.0
H -2.77209 -2.02256 -3.37718 0.0 0.0 0.0
H -4.01518 -3.47522 -1.79588 0.0 0.0 0.0
H -3.43931 -3.42868 0.61420 0.0 0.0 0.0
H -2.98920 -2.87875 2.72104 0.0 0.0 0.0
H -1.97665 -2.57581 4.96812 0.0 0.0 0.0
H 0.16893 -1.31543 5.16148 0.0 0.0 0.0
H 1.20549 -0.40816 3.08055 0.0 0.0 0.0
S 1.57962 -2.48435 -0.26798 -0.1 0.4 -0.3
C 2.80057 -1.27070 -0.10667 0.3 -0.3 -0.2
C 4.14207 -1.41727 -0.48857 0.1 0.1 0.2
C 4.99495 -0.35092 -0.32000 0.0 0.0 0.0
C 4.50648 0.85814 0.18802 0.0 0.0 0.0
C 3.16664 0.94771 0.48107 0.0 0.0 0.1
N 2.32969 -0.09035 0.34137 0.4 -0.1 -0.2
H 4.47119 -2.35819 -0.90482 0.0 0.0 0.0
H 6.03959 -0.44229 -0.58808 0.0 0.0 0.0
H 5.15662 1.70766 0.33749 0.0 0.0 0.0
H 2.72702 1.86776 0.84973 0.0 0.0 0.0
C 0.32692 2.98296 2.06884 0.1 -0.1 0.0
As -0.46500 1.78902 0.74358 -0.2 -0.2 -0.2
C -2.22957 1.56549 1.54167 0.0 0.0 0.0
C -0.93167 3.10295 -0.61977 0.0 -0.1 0.0
H -0.42557 3.70625 2.37891 0.0 0.0 0.0
H 1.17502 3.51376 1.63886 0.0 0.0 0.0
H 0.66696 2.42217 2.93835 0.0 0.0 0.0
H -2.67244 2.53998 1.74278 0.0 0.0 0.0
H -2.15812 1.00579 2.47400 0.0 0.0 0.0
H -2.87013 1.01644 0.85145 0.0 0.0 0.0
H -1.45525 3.94021 -0.16025 0.0 0.0 0.0
H -1.58196 2.63437 -1.35881 0.0 0.0 0.0
H -0.04119 3.47342 -1.12590 0.0 0.0 0.0
```
Forces are in eV/Å.

The total charge is +1. For the LUMO energy, the calculation gives -3.2 eV. For the relative energy (zero: lowest compared OMol25 entry of this formula, charge and spin), the calculation gives 6.3 kcal/mol. Its spin multiplicity is 1. The highest occupied orbital energy comes out at -9.99 eV.


4.
Molecular formula: C23H24BMnN9S2SbSe4
Method: DFT, the ωB97M-V functional and the def2-TZVPD basis

```
65
Properties=species:S:1:pos:R:3:forces:R:3
Mn 8.88253 10.07300 8.94514 0.0 1.1 -4.1
C 7.03532 7.29475 7.39851 -0.3 0.5 0.9
C 8.11301 7.03940 8.42774 1.7 0.2 -0.8
C 8.50087 5.76285 8.93665 0.7 1.1 0.0
C 9.74663 5.98975 9.51671 -1.0 0.9 0.7
N 10.05111 7.34338 9.53422 -1.8 -2.1 -1.8
N 9.08267 7.95641 8.67820 -0.7 -0.5 2.0
B 10.74630 8.11064 10.70599 0.7 0.8 -1.1
N 9.71847 8.87350 11.53045 -3.0 2.0 -0.8
C 9.30193 8.92496 12.78154 -1.4 0.9 0.6
C 8.21851 9.80077 12.95325 0.8 -0.7 -0.1
C 7.98075 10.36505 11.67797 -0.2 -0.7 0.8
C 6.89290 11.46173 11.41817 1.1 -2.2 -0.2
N 8.82982 9.78924 10.80161 0.4 -0.7 3.9
N 11.56269 9.23851 9.98976 1.2 1.4 -1.8
C 12.87553 9.57092 10.15350 -0.8 -0.5 0.8
C 13.24974 10.53410 9.24797 -0.8 0.0 -0.4
C 12.06103 10.75673 8.43484 1.5 -1.4 0.8
C 12.13352 11.41055 7.07328 -0.6 -0.7 0.5
N 11.05508 9.97768 8.87648 1.2 -0.2 1.3
N 11.70091 7.18322 11.52018 0.1 -1.1 -0.7
C 12.47050 6.12074 11.01332 -0.2 0.7 0.5
C 13.16309 5.58877 12.06290 0.2 0.4 1.6
C 12.87231 6.48078 13.20121 -0.2 -2.0 -1.9
C 13.58965 6.42760 14.49895 -0.7 1.0 1.6
N 11.91434 7.31176 12.87073 0.6 0.9 -0.7
H 6.74327 6.32628 6.96227 -0.1 0.4 0.1
H 7.46356 7.95962 6.63329 -0.3 -0.3 0.1
H 6.17636 7.89017 7.85232 0.9 -1.0 -0.7
H 7.89078 4.86603 8.84901 0.6 0.1 -0.1
H 10.42357 5.28041 9.95905 -0.2 0.0 0.3
H 9.76202 8.39510 13.56032 0.7 -0.8 0.6
H 7.68660 9.91223 13.90479 0.3 0.3 -0.6
H 6.28206 11.55958 12.32268 0.2 0.0 -0.3
H 6.30136 11.21537 10.51940 0.1 0.2 0.6
H 7.43545 12.34674 11.19348 0.3 1.1 -0.1
H 13.44662 9.05493 10.94843 -0.4 0.5 -0.6
H 14.25100 10.98746 9.19316 -0.8 -0.2 -0.2
H 13.10893 11.20608 6.63746 0.2 0.0 0.1
H 12.00772 12.47507 7.12867 -0.4 0.5 -0.1
H 11.39276 10.93508 6.42730 -0.2 0.4 0.0
H 12.60547 5.83234 9.95897 -0.7 0.5 0.6
H 13.69742 4.61985 12.15371 -0.1 1.1 -0.4
H 13.44934 5.46257 15.01459 0.0 0.3 -0.2
H 13.20208 7.25896 15.19689 0.6 -1.2 -1.0
H 14.67496 6.56034 14.35808 -0.4 0.1 0.0
Se 5.32135 13.72982 6.36796 -0.2 0.3 -0.1
Sb 6.09935 11.42693 5.93989 0.0 -0.9 0.8
Se 6.07785 10.33307 8.30184 0.7 0.4 -1.0
Se 8.32430 11.26336 4.95596 -0.3 -0.1 0.1
Se 4.02626 10.89660 4.65768 0.6 0.2 0.4
S 8.94837 12.86965 8.60056 0.5 -0.7 1.2
C 9.98543 13.25908 9.94175 -0.3 0.0 -1.1
N 10.46614 12.45481 10.84956 -0.7 0.1 -1.0
C 11.47264 13.02136 11.54962 -0.1 0.3 2.5
C 12.01646 12.41591 12.73227 1.0 0.7 -0.9
C 13.10454 13.06594 13.35856 -1.3 0.0 -1.3
C 13.49388 14.32972 12.95100 -0.1 1.3 -0.7
C 12.85803 14.99184 11.87983 -0.4 -1.0 0.3
C 11.79076 14.37004 11.22541 0.6 -0.2 0.3
S 10.66599 14.97929 10.01436 0.5 -1.5 0.4
H 11.63962 11.45128 13.09411 0.2 0.3 -0.4
H 13.74499 12.58685 14.04735 0.1 -0.6 1.2
H 14.22907 14.90573 13.52181 0.1 -0.5 -0.3
H 13.21985 15.92146 11.49911 0.1 0.7 0.2
```
Forces are in eV/Å.

The total charge is -2. As for the expectation value of S²: 6.041. For the LUMO energy (alpha / beta), the calculation gives 3.7 / 3.7 eV. Its spin multiplicity is 5. The highest occupied orbital energy (alpha / beta) comes out at -1.98 / -1.93 eV.